The following is a DFT calculation (ωB97M-V/def2-TZVPD) of a structure of composition C4H7CdO3 in a non-equilibrium geometry.

```
15
C4H7CdO3 | the OMol25 dataset | ωB97M-V/def2-TZVPD
O 0.76 -0.89 -1.02
Cd 0.91 -0.53 0.87
O -0.60 -1.30 1.73
C -1.79 -1.08 1.05
C -1.71 0.11 0.10
O -0.61 0.92 0.52
C -0.50 2.20 0.03
C 0.61 2.60 -0.60
H -2.66 -0.93 1.72
H -2.02 -1.97 0.42
H -2.61 0.73 0.11
H -0.65 -0.53 -1.26
H -1.47 2.65 -0.16
H 1.32 1.86 -0.97
H 0.64 3.61 -1.01
```

Its spin multiplicity is 2. The frontier orbital gap (alpha / beta) is 7.47 / 7.39 eV. As for the expectation value of S²: 0.786. Its LUMO energy (alpha / beta) is -0.96 / -1.39 eV. The calculation puts the total energy at -549.75255 a.u. As for the energy relative to the best compared isomer or geometry (same formula, charge and spin): 595.2 kJ/mol.

Here are the natural (NBO) charges for atoms 1 to 2, given in e: O -1.19; Cd 1.69